Entry 1:
C7H8Br2O as an isolated structure. Source: OMol25; level of theory: the ωB97M-V functional and the def2-TZVPD basis.

Element x y z (Å)
C: -0.9942 1.5933 -0.0528
C: -1.6198 0.4667 -0.8402
C: -1.4884 -0.8497 -0.0841
C: -0.0129 -1.1939 0.0989
C: 0.1951 1.2179 0.7182
C: 0.7329 -0.0324 0.6949
C: 2.5819 -0.2275 -0.4124
O: -1.4270 2.7252 -0.0570
Br: 3.6987 1.2207 -0.0467
Br: 3.3780 -1.8745 -0.0181
H: -2.6626 0.7122 -1.0443
H: -1.0929 0.3997 -1.7966
H: -1.9676 -0.7542 0.8929
H: -1.9910 -1.6476 -0.6314
H: 0.0997 -2.0651 0.7464
H: 0.4130 -1.4543 -0.8725
H: 0.6872 2.0229 1.2456
H: 1.4698 -0.2593 1.4591

Forces on atoms 1 to 2 (eV/Å):
C -0.05 -0.23 -0.20
C -0.30 0.00 0.06

Calculated values
Energy   -5494.6566 a.u.
Gap between HOMO and LUMO (spin up / spin down)   6.87 / 6.88 eV

Here are the Löwdin charges for atoms 1 to 8, given in e:
1. C -0.41
2. C -0.11
3. C -0.19
4. C -0.22
5. C -0.02
6. C -0.25
7. C -1.05
8. O 0.08


Entry 2:
C7H8Br4F9O9S3Ti as an isolated structure. Source: OMol25; level of theory: the ωB97M-V functional and the def2-TZVPD basis.

Element x y z (Å)
Ti: -0.4001 0.0230 0.3738
C: 2.4624 -3.3788 1.7698
F: 2.3466 -4.7035 1.7064
F: 3.3685 -3.0681 2.7046
F: 2.9240 -2.8923 0.6145
S: 0.7446 -2.7008 2.1399
O: 0.5924 -2.6828 3.5810
O: 0.7373 -1.3854 1.4883
O: -0.1222 -3.6542 1.4752
C: 0.4307 2.8433 3.8984
F: 0.0154 3.5466 4.9548
F: 0.4004 3.5737 2.7862
F: 1.7030 2.4933 4.1317
S: -0.6787 1.2770 3.8113
O: 0.0217 0.2461 4.5611
O: -1.9253 1.7057 4.4406
O: -0.8552 0.9657 2.3651
C: -3.2855 -1.7702 -2.8211
F: -3.5341 -0.4586 -2.8323
F: -4.4132 -2.4669 -3.1217
F: -2.4052 -2.0572 -3.8311
S: -2.6301 -2.3630 -1.1348
O: -1.9750 -3.6527 -1.3294
O: -1.7141 -1.2790 -0.8283
O: -3.7700 -2.5204 -0.2494
Br: -1.4080 7.2372 -0.2991
C: -1.4865 5.2794 -0.3583
C: -0.1336 4.7345 -0.7659
Br: -0.0707 2.8380 -0.1939
H: -2.3480 4.9058 -0.9082
H: -1.7054 4.9794 0.6656
H: 0.6311 5.3594 -0.2936
H: 0.1642 4.9366 -1.7988
Br: 1.4540 -0.5188 -1.7161
C: 2.2613 -2.1553 -2.5962
C: 2.3056 -1.8748 -4.0661
Br: 3.4649 -3.1492 -5.0454
H: 1.6015 -2.9797 -2.3347
H: 3.2271 -2.3474 -2.1379
H: 2.6544 -0.8620 -4.2486
H: 1.3497 -2.0236 -4.5574

Forces on atoms 1 to 2 (eV/Å):
Ti -0.28 -0.65 0.97
C -0.95 0.80 0.51

Calculated values
Energy   -14187.7171 a.u.
<S²>   3.761
Spin multiplicity   4
Gap between HOMO and LUMO (spin up / spin down)   3.79 / 8.29 eV
Charge   -2

Here are the Löwdin charges for atoms 1 to 8, given in e:
1. Ti 0.64
2. C -0.65
3. F 0.12
4. F 0.12
5. F 0.11
6. S 0.52
7. O -0.29
8. O -0.45


Entry 3:
An isolated ion of composition C7H8BrN2S2 and charge +1. Source: OMol25; level of theory: the ωB97M-V functional and the def2-TZVPD basis.

Element x y z (Å)
C: 2.9273 1.3362 0.6681
C: 1.2401 -0.3837 0.5160
C: 2.5237 0.0548 1.0385
C: 0.7679 0.6091 -0.2839
C: -0.1266 -2.2318 -0.2078
C: -1.3765 -0.2801 -0.8970
C: -2.6251 1.8217 -0.1273
N: -1.0013 -1.6124 -0.9889
N: 0.7169 -1.6593 0.6144
S: 1.7648 2.0111 -0.4522
S: -2.2745 0.1860 0.5283
Br: 3.5092 -0.9293 2.2667
H: 3.7783 1.9686 0.7441
H: -0.0035 -3.3596 -0.1571
H: -1.6280 0.1349 -1.9056
H: -3.0875 1.8484 -1.0334
H: -1.8132 2.4877 -0.2227
H: -3.1489 2.4166 0.5088
H: -1.5069 -2.1944 -1.7197
H: 1.3639 -2.2245 1.1106

Forces on atoms 1 to 2 (eV/Å):
C -2.08 -1.53 -1.23
C 1.26 3.39 -0.85

Calculated values
Energy   -3751.0528 a.u.
Gap between HOMO and LUMO (spin up / spin down)   7.46 / 7.46 eV
Charge   +1

Here are the Löwdin charges for atoms 1 to 8, given in e:
1. C -0.39
2. C -0.40
3. C -0.76
4. C -0.33
5. C -0.07
6. C -0.43
7. C -0.35
8. N 0.00


Entry 4:
C7H8Cl2OP as an isolated structure. Source: OMol25; level of theory: the ωB97M-V functional and the def2-TZVPD basis.

Element x y z (Å)
C: -2.5148 -1.6494 0.0128
C: -1.4607 -2.4571 0.4203
C: -2.2814 -0.3675 -0.4618
C: -0.1625 -1.9843 0.3760
C: -0.9867 0.1214 -0.5187
C: 0.0560 -0.6874 -0.0872
C: 1.6814 2.9808 0.1053
O: 1.7632 2.0006 -0.8499
P: 1.7632 -0.0746 -0.1152
Cl: 2.9043 -0.9914 -1.3777
Cl: 2.5912 -0.0245 1.6442
H: -3.5236 -2.0253 0.0676
H: -1.6553 -3.4594 0.7715
H: -3.1040 0.2507 -0.7854
H: 0.6627 -2.6052 0.6924
H: -0.7777 1.1094 -0.8974
H: 2.0035 3.8894 -0.4261
H: 2.3783 2.8424 0.9440
H: 0.6629 3.1315 0.4853

Forces on atoms 1 to 2 (eV/Å):
C 0.11 0.09 -0.01
C 0.07 -0.08 0.02

Calculated values
Energy   -1608.2243 a.u.
Gap between HOMO and LUMO   8.32 eV
Charge   +1

Here are the Löwdin charges for atoms 1 to 8, given in e:
1. C -0.03
2. C -0.04
3. C -0.04
4. C -0.09
5. C -0.07
6. C -0.40
7. C -0.22
8. O -0.28


Entry 5:
One molecule with the formula C7H8Cl2OS. Source: OMol25; level of theory: the ωB97M-V functional and the def2-TZVPD basis.

Element x y z (Å)
C: -0.6280 -0.8421 -1.1897
C: -2.0677 -0.9659 -0.8496
C: -0.2884 0.6649 -1.1532
C: -2.6959 -0.1366 -0.0032
C: -1.9737 1.0302 0.6979
C: -0.7656 1.3692 -0.1237
C: 2.1436 -0.3205 1.0419
O: 0.1015 -1.5809 -0.1538
S: 0.4386 -0.8774 1.2225
Cl: -4.3548 -0.1838 0.4489
Cl: 0.0860 2.8905 0.0816
H: -0.5101 -1.1509 -2.2174
H: -2.7508 -1.7087 -1.1517
H: 0.4523 0.9566 -1.8582
H: -2.5041 1.9966 0.6762
H: -1.6061 0.8386 1.6507
H: 2.5540 -0.1912 1.9685
H: 2.1097 0.6554 0.3841
H: 2.8700 -1.1640 0.7643

Forces on atoms 1 to 2 (eV/Å):
C -1.31 2.65 0.69
C -1.97 1.15 1.60

Calculated values
Energy   -1665.2362 a.u.
Gap between HOMO and LUMO   9.15 eV
SMILES   CSOC1C=C(Cl)CC(Cl)=C1

Here are the Löwdin charges for atoms 1 to 8, given in e:
1. C -0.31
2. C -0.06
3. C -0.13
4. C -0.65
5. C -0.23
6. C -0.71
7. C -0.35
8. O -0.48


Entry 6:
A 2-piece molecular cluster, C7H8F2N2 overall. Source: OMol25; level of theory: the ωB97M-V functional and the def2-TZVPD basis.

Element x y z (Å)
C: -2.9222 -1.1536 -0.0720
C: -2.8377 0.2055 0.4858
C: -1.8069 -1.7332 -0.6334
C: -1.6727 0.9591 0.4053
C: -0.6069 -0.9446 -0.6163
C: -0.5245 0.4033 -0.1821
C: 3.4524 0.0793 0.6472
N: 1.6745 1.1334 -0.8896
N: 0.4841 1.3122 -0.3331
F: 2.8651 -0.4105 1.7707
F: 3.8762 1.3479 1.0385
H: -3.8236 -1.7917 0.1249
H: -3.6447 0.6179 1.0378
H: -1.9597 -2.7427 -1.0933
H: -1.7052 2.0431 0.5892
H: 0.2786 -1.2998 -1.1350
H: 4.3646 -0.3953 0.3667
H: 2.1931 2.0304 -0.9672
H: 2.3156 0.3395 -0.5440

Forces on atoms 1 to 2 (eV/Å):
C -0.61 1.34 1.99
C 1.02 -1.98 -0.76

Calculated values
Energy   -580.6032 a.u.
Gap between HOMO and LUMO (spin up / spin down)   8.33 / 6.23 eV

Here are the Löwdin charges for atoms 1 to 8, given in e:
1. C -0.09
2. C -0.06
3. C -0.10
4. C -0.05
5. C -0.01
6. C -0.31
7. C -0.20
8. N 0.04


M, respectively: 267.9; 870.8; 264.2; 210.0; 211.1; 158.2 g/mol.
ΔE to the lowest compared entry with this formula, charge and spin, respectively: 3.666; 0.000; 1.900; 0.355; 1.105; 3.430 eV.